40
Properties=species:S:1:pos:R:3 method="wB97M-V/def2-TZVPD" charge=0 e_above_lowest_kj_mol=102.0 homo_energy_ha="-0.2834 / -0.2833" spin_multiplicity=2 e_lumo_ev="-2.932 / -2.591" gap_ev="4.78 / 5.12"
Tc -1.001 -0.342 -0.093
O -1.444 -1.473 6.916
C -1.899 -2.265 6.097
O -2.512 -3.324 6.116
C -1.615 -1.760 4.578
C -0.974 -0.546 4.372
C -0.765 -0.115 3.077
N -1.119 -0.846 2.012
C -1.705 -2.040 2.226
C -1.992 -2.525 3.488
C -1.918 -2.864 0.970
O -2.495 -3.921 0.989
O -1.370 -2.301 -0.076
H -0.657 0.042 5.220
H -0.292 0.839 2.874
H -2.479 -3.484 3.595
N -1.190 0.937 -1.278
C -1.053 1.781 -2.324
C -1.554 3.093 -2.288
C -1.353 3.942 -3.356
C -0.622 3.529 -4.462
C -0.121 2.234 -4.509
C -0.357 1.356 -3.473
H -2.094 3.415 -1.408
H -1.768 4.939 -3.322
H -0.439 4.214 -5.277
H 0.451 1.902 -5.364
H 0.014 0.340 -3.505
N 5.997 -0.593 -2.328
C 4.953 -0.506 -1.858
C 3.656 -0.424 -1.288
C 3.033 0.800 -1.029
C 1.759 0.813 -0.517
N 1.042 -0.309 -0.292
C 1.661 -1.489 -0.509
C 2.945 -1.590 -0.985
H 3.541 1.730 -1.241
H 1.261 1.750 -0.308
H 1.082 -2.379 -0.303
H 3.393 -2.560 -1.135


45
Properties=species:S:1:pos:R:3 method="wB97M-V/def2-TZVPD" charge=-2 e_above_lowest_kj_mol=36.1 homo_energy_ha=-0.0701 e_lumo_ev=3.497 gap_ev=5.40
Ti -0.952 -0.494 -0.091
C 2.067 -1.999 -1.483
C 1.895 -0.541 -1.769
C 2.844 0.079 -2.625
C 2.798 1.411 -2.873
C 1.782 2.194 -2.274
C 1.624 3.589 -2.434
Br 2.854 4.579 -3.496
C 0.598 4.255 -1.830
C -0.323 3.556 -1.038
Br -1.738 4.504 -0.222
C -0.234 2.190 -0.832
O -1.059 1.508 -0.095
C 0.856 1.513 -1.467
N 0.925 0.166 -1.229
H 2.216 -2.540 -2.419
H 1.215 -2.426 -0.969
H 2.958 -2.128 -0.863
H 3.604 -0.544 -3.078
H 3.520 1.882 -3.526
H 0.483 5.322 -1.958
O -3.177 0.324 2.963
C -2.234 -0.340 2.577
O -2.129 -0.771 1.340
C -1.166 -0.792 3.525
C -1.560 -0.970 4.851
C -0.676 -1.422 5.810
C 0.639 -1.686 5.438
C 1.046 -1.491 4.134
C 0.161 -1.037 3.144
S 0.851 -0.729 1.556
H -2.588 -0.743 5.101
H -1.002 -1.568 6.832
H 1.352 -2.044 6.172
H 2.073 -1.681 3.848
O -4.170 1.820 0.625
H -3.282 2.006 0.294
H -4.003 1.311 1.434
Cl -1.229 -3.651 -7.520
C -1.112 -2.324 -3.248
Cl -0.464 -3.945 -3.276
C -1.270 -1.712 -2.071
O -1.707 -0.456 -1.866
O -0.876 -2.198 -0.868
H -1.412 -1.982 -4.224


| no. | calculated total energy (eV) |
| --- | --- |
| 1 | -36244.2919 |
| 2 | -232778.2794 |